Here is a 6-piece molecular cluster, C18H43ClN5O8 overall from OMol25. Energies are from ωB97M-V/def2-TZVPD.

Each line ends with the Mulliken charge.
Positions of all 75 atoms, in Å:
H: 0.5899 6.5396 3.8933  0.32
O: 1.4400 1.0664 -0.2508  -0.75
N: 2.1412 5.1046 -3.1894  0.05
H: -1.2874 3.5985 2.6947  0.25
H: 0.5566 2.4092 2.9573  0.15
H: -4.0986 -2.0044 -3.2853  0.33
C: 3.1278 4.5518 -2.2398  -0.78
H: -6.5879 0.8954 1.0889  0.28
H: -0.9811 -1.9661 -4.3004  0.33
O: -2.1618 -2.8134 -0.3969  -0.69
C: 2.2163 -4.8178 3.0095  -0.38
C: 1.2006 3.2353 3.2589  -0.83
C: -1.3208 -1.3022 -3.5054  -1.00
C: -1.5761 -2.1236 -1.2321  0.64
H: -3.8865 -3.2333 -2.0729  0.29
H: 2.1636 -6.4218 -0.8153  0.31
C: 2.8023 -6.0957 3.7490  -1.29
H: -1.8157 -0.5095 -4.0665  0.35
H: 0.6165 4.5219 -2.0519  0.14
H: 2.1501 -6.9647 3.6622  0.34
O: -0.7353 0.7666 0.6110  -0.64
H: 1.6544 2.9361 4.2037  0.35
H: 1.9419 -2.2555 1.8281  0.32
H: 2.7202 3.8488 -1.5133  0.19
H: 2.0300 5.7908 3.3815  0.33
H: -3.0670 -3.4068 -3.6338  0.36
C: 1.1312 5.5964 3.9668  -0.98
N: 1.7341 -5.0174 1.6460  0.02
H: -3.6704 -0.6624 1.1594  0.28
H: 3.3825 5.4255 -4.9496  0.30
O: -6.4530 2.0776 -0.5199  -0.59
H: 1.9497 -4.6579 -1.1497  0.18
H: 3.7445 -6.4277 3.3129  0.30
C: -4.0538 0.6578 -1.2308  -0.66
C: -4.6280 -0.8069 0.6592  -0.75
C: -3.3669 -2.6944 -2.8652  -1.11
H: 3.5187 -4.2190 0.7067  0.32
C: 0.8494 5.0895 -2.9660  0.45
H: 1.6045 5.4274 4.9340  0.31
H: 3.8300 3.9188 -2.7823  0.32
H: 3.4478 -5.4376 -1.3668  0.40
H: 2.9710 -4.0314 3.0085  0.29
Cl: 0.0643 1.5080 -0.3200  1.73
H: 1.8848 6.3020 -4.8660  0.32
H: -0.4256 -0.7961 -3.1441  0.28
H: -2.9832 0.5704 -1.0458  0.16
O: 0.0230 2.8849 0.0688  -0.68
H: -0.6927 -1.4813 -1.0932  -0.10
C: 2.9191 -5.1290 0.7254  -0.23
H: -5.3734 -1.1141 1.3928  0.33
H: 0.3388 -4.2028 0.1813  0.22
H: 3.7863 5.3127 -1.8207  0.29
C: 2.7220 5.9532 -4.2615  -0.95
C: 0.7820 -3.9599 1.1471  -1.00
H: 0.6065 -1.8867 0.6726  -0.12
O: -0.0073 5.6381 -3.6612  -0.66
C: -6.0064 1.2115 0.2091  0.16
H: -0.0674 -4.0944 1.8168  0.40
H: -4.2214 0.0623 -2.1282  0.13
N: 0.3945 4.4521 3.4670  0.12
H: 3.3157 6.7735 -3.8581  0.32
C: 1.3959 -2.5872 0.9449  -0.24
H: -4.0584 1.6868 -1.5903  0.35
N: -2.1570 -1.9736 -2.4478  0.33
H: 2.0487 -2.5010 0.0763  0.27
H: 2.8703 -5.9265 4.8236  0.40
C: -0.9372 4.5454 3.1339  0.29
O: -0.3720 1.3281 -1.6553  -0.65
H: -4.5089 -1.7399 0.1085  0.18
O: -1.6620 5.5304 3.3830  -0.64
C: 2.5842 -5.4226 -0.7018  -1.25
H: 3.5833 -5.8952 1.1252  0.32
N: -4.9563 0.4170 -0.0718  0.15
H: 1.9247 3.4025 2.4615  0.32
H: 1.3606 -4.4571 3.5803  0.40

Summary:
energy above the lowest of the compared OMol25 structures with the same formula, charge and spin = 0.0 kcal/mol
HOMO level = -6.37 eV
orbital gap = 8.991 eV
net charge = -1

Here is C18H44Cl2InP2 as an isolated structure from OMol25. Energies are from ωB97M-V/def2-TZVPD.

Each line ends with the Mulliken charge.
Positions of all 67 atoms, in Å:
H: 2.9227 6.0312 -2.5987  0.25
H: 3.5834 2.5918 -2.5687  0.29
H: 3.7110 1.0251 -0.6330  0.34
H: 0.7292 4.6140 1.4315  0.32
C: 1.8441 5.8636 -2.5261  -1.47
H: 3.1281 5.6488 -0.2179  0.36
C: -0.9643 -4.3820 2.8738  -1.38
C: 3.8832 2.9869 -1.5833  0.47
P: -2.1429 -3.3928 0.5299  -0.35
C: 2.6067 4.8667 0.3595  0.64
H: 1.3947 6.1979 -3.4762  0.45
H: 5.3202 1.4060 -1.2878  0.47
In: -0.6301 -0.8728 0.4915  0.75
H: -2.8190 -5.2081 2.1600  0.46
H: 0.6340 5.8712 0.1786  0.28
C: 0.0267 -4.7129 -0.7117  -1.41
H: -4.2890 -3.3063 2.8727  0.25
H: -5.8555 -3.9524 -0.3417  0.48
H: 4.5519 4.8685 -2.5016  0.22
P: 2.2300 3.5030 -0.8708  0.36
H: -3.6640 -3.0652 -1.2172  0.34
H: -2.9475 -6.3663 0.0756  0.26
H: 1.4418 6.5007 -1.7293  0.23
H: 0.3820 -5.5203 -1.3572  0.47
C: 4.4551 1.8252 -0.7615  -1.50
H: -4.5529 -1.7126 1.4039  0.19
C: 3.5019 4.3584 1.4910  -1.62
H: -1.3474 -6.5055 0.8306  0.24
Cl: -1.0661 -0.8729 2.8542  -0.57
H: -5.3762 -1.5664 -0.1635  0.48
H: -5.0598 -4.4258 1.1589  0.17
H: -0.3263 3.1558 -2.1952  0.20
H: 3.5909 5.1475 2.2533  0.43
Cl: -0.4383 1.3140 -0.3591  -0.47
H: -0.2844 -4.9853 2.2613  0.22
C: 1.2933 5.4097 0.9321  -1.56
H: 4.7875 2.1470 0.2337  0.23
H: -2.8300 -2.3624 3.2949  0.09
H: 1.5256 6.1849 1.6791  0.42
H: -1.3353 -1.8177 -0.8709  -0.14
C: 4.9024 4.0985 -1.8076  -1.35
H: -1.9680 -4.6027 -1.5010  0.35
H: 0.5566 -4.7849 0.2474  0.19
H: 0.5641 -2.1312 0.3037  -0.33
C: -4.8888 -4.2382 0.0985  -1.37
H: -0.4960 4.6096 -3.2130  0.45
H: 1.8509 3.8191 -3.1915  0.38
C: -0.0563 4.2159 -2.2900  -1.31
H: -0.5008 -3.3901 3.0291  0.13
H: -3.2308 -3.8256 4.1966  0.47
C: -2.3577 -4.2084 2.2788  0.67
H: 0.3027 -3.7591 -1.1762  0.28
C: -1.8759 -6.2272 -0.0859  -1.49
C: -1.4845 -4.8259 -0.5364  0.69
H: -1.5685 -6.9447 -0.8613  0.46
C: -4.4106 -1.7519 0.3136  -1.31
H: -3.7280 -0.9333 0.0341  0.22
H: 5.2116 4.5784 -0.8719  0.16
H: -0.5085 4.7448 -1.4396  0.23
H: 5.7962 3.6345 -2.2576  0.48
C: -3.8827 -3.1197 -0.1397  0.61
H: -4.5954 -5.1802 -0.3776  0.25
C: -3.2508 -3.3904 3.1974  -1.45
C: 1.4626 4.3978 -2.3361  0.62
H: -1.0523 -4.8578 3.8553  0.48
H: 3.0676 3.4746 1.9708  0.34
H: 4.5260 4.1083 1.1653  0.26

Summary:
HOMO level = -3.46 eV
orbital gap = 6.202 eV
net charge = -1

Here is a 5-piece molecular cluster, C18H44F6N4O10S2 overall from OMol25. Energies are from ωB97M-V/def2-TZVPD.

Each line ends with the Löwdin spin population.
Positions of all 84 atoms, in Å:
C: -3.2751 0.7379 -0.6226  0.00
H: -0.7104 3.5947 -3.3518  0.00
O: 3.9612 -1.6012 -2.1254  0.00
C: -0.1766 -1.1291 -3.4789  0.00
H: -1.9306 -3.6447 -0.1402  0.00
C: -0.9685 -2.3451 1.8223  0.00
F: -2.2260 0.9874 2.4428  0.00
C: -0.7093 2.9825 -2.4500  0.00
H: 0.2392 -0.1323 -3.6257  0.00
H: -0.2290 -0.4697 0.0636  0.00
H: -6.7555 2.7931 -0.2278  0.00
H: -0.8902 3.7197 -1.6678  0.00
O: -1.2850 3.3523 1.0891  0.02
H: -5.8423 4.1385 -0.9008  0.00
O: -0.7979 -1.3214 -2.1976  0.00
F: 3.1815 0.0871 2.1902  0.00
C: 0.1709 -1.9217 2.8067  0.00
N: 1.8457 -3.5719 0.2007  0.00
H: 4.5876 -3.7694 0.4136  0.00
H: -1.3120 -3.3562 2.0405  0.00
H: 0.2733 -2.6860 0.2806  0.00
H: -0.3339 -1.8405 3.7693  0.00
S: -0.5406 3.0690 2.2741  0.00
H: 2.1199 -4.5197 -0.0151  0.00
C: 2.9466 -2.5324 -1.7807  0.00
H: 2.5616 2.5750 -2.0973  0.00
H: 2.4051 -1.6650 4.0468  0.00
F: 4.4793 1.7924 2.0591  0.00
N: 0.7162 1.8832 1.8342  0.39
C: 2.7975 -2.5881 -0.2136  0.00
F: 3.1443 1.3111 0.4069  0.00
H: 0.6888 -1.7565 -3.6922  0.00
H: -4.1442 2.2799 0.4313  0.00
H: 2.8104 -3.4366 4.0914  0.00
C: -1.7861 1.8946 3.3194  0.01
O: -5.1059 2.3435 -1.4393  0.00
H: 4.6904 -2.0452 0.4034  0.00
O: -0.2508 4.1733 3.1771  0.00
H: -1.7802 1.2016 -2.9330  0.00
O: 0.5470 2.3104 -2.3922  0.00
H: -3.5774 0.1488 -1.4884  0.00
O: 2.3029 3.8917 1.9088  0.21
H: -1.7696 -1.6074 1.8676  0.00
H: 1.3736 3.5267 -1.0929  0.00
H: -5.2692 0.9752 0.1945  0.00
O: 1.1832 -2.9593 2.8782  0.00
O: 2.1336 2.3242 3.8539  0.41
H: 2.6240 -0.1574 -1.5150  0.00
C: -6.2161 3.1363 -1.1106  0.00
H: -2.8612 2.4764 -2.5988  0.00
H: -2.0488 2.3338 -0.2271  0.00
H: 1.3795 -2.7615 4.9147  0.00
H: -0.2304 -3.2789 -1.9996  0.00
H: -2.4900 -1.9755 -0.3771  0.00
H: 1.8634 -3.6010 1.2101  0.00
C: -1.6262 -2.6384 -0.4277  0.00
C: 3.3045 1.3262 1.7008  -0.01
H: 2.0189 -2.3649 -2.3280  0.00
H: -6.8680 3.1804 -1.9831  0.00
C: -4.5180 1.5788 -0.3149  0.00
H: 3.8006 -2.9819 1.7076  0.00
C: 2.0223 -2.6856 4.0377  0.00
C: 4.0188 -2.8690 0.6456  0.00
H: 3.3189 -3.5172 -2.0630  0.00
S: 1.9684 2.5695 2.4052  -0.04
N: -0.5674 -2.1451 0.4248  0.00
H: -0.8909 -1.3485 -4.2724  0.00
C: 3.3787 -0.3091 -2.2866  0.00
H: -3.0595 0.0411 0.1873  0.00
H: -1.9291 -2.9649 -2.5745  0.00
N: -2.1045 1.5364 -0.8445  0.00
H: -0.4863 0.8453 -0.7201  0.00
H: 2.8460 -0.1444 -3.2232  0.00
C: -1.1222 -2.6587 -1.9087  0.00
C: 1.6304 3.1413 -2.0796  0.00
F: -2.7071 2.6862 3.8274  0.00
H: 0.2820 0.9278 0.6490  0.00
H: 4.1522 0.4586 -2.3087  0.00
H: 0.5691 -0.9756 2.4400  0.00
H: 2.3935 -1.6037 0.0227  0.00
O: 0.1308 0.3975 -0.1368  0.00
F: -1.1608 1.2329 4.2710  0.00
C: -1.9508 2.0102 -2.2222  0.00
H: 1.6413 3.9084 -2.8539  0.00

Summary:
energy above the lowest of the compared OMol25 structures with the same formula, charge and spin = 0.0 kcal/mol
HOMO level (spin up / spin down) = -11.64 / -11.63 eV
orbital gap (spin up / spin down) = 8.399 / 2.830 eV
net charge = +1
multiplicity = 2

Max |F|, record by record: 3.8, 2.5, 6.5 eV Å⁻¹